Computed, not measured: 2 unconnected molecules or ions with the total composition CH6S2 in a non-equilibrium geometry, with ωB97M-V with the def2-TZVPD basis set.

**LUMO energy**: 0.0288 Eh
**Relative energy (zero: lowest compared OMol25 entry of this formula, charge and spin)**: 0.3910 eV
**Electronic energy**: -838.04032 a.u.
**Highest occupied orbital energy**: -8.914 eV

Geometry as XYZ:
```
9
Properties=species:S:1:pos:R:3:forces:R:3:lowdin_charge:R:1
C -0.333804 0.574212 -1.838863 0.9 -0.3 -1.8 -0.54
S -0.636799 -0.475186 -0.430759 -0.2 -0.8 -0.3 0.58
H 0.482805 0.128354 -2.481850 -0.8 0.5 0.8 0.04
H 0.058980 1.519052 -1.469966 -0.3 0.1 -0.1 0.02
H -1.197073 0.705326 -2.523211 0.3 0.1 0.7 0.03
H -0.663185 -1.625711 -1.158619 0.0 0.4 0.5 -0.13
S 0.321781 -0.366424 2.831280 0.2 0.2 -0.1 0.46
H 0.567595 -0.852713 4.028102 -0.2 -0.5 0.7 -0.25
H 1.399699 0.393090 3.043885 0.1 0.3 -0.4 -0.22
```
Forces are in eV/Å.